Entry 1:
{
  "formula": "C38H54Cl2MnN4O7P2Sb2",
  "method": "the ωB97M-V functional and the def2-TZVPD basis",
  "elements": ["Mn", "C", "C", "C", "O", "P", "O", "C", "P", "O", "O", "C", "C", "C", "O", "C", "C", "C", "O", "C", "C", "C", "H", "H", "H", "H", "H", "H", "H", "H", "H", "H", "H", "H", "H", "H", "H", "H", "H", "H", "H", "H", "H", "H", "H", "H", "H", "H", "H", "H", "H", "H", "C", "Sb", "C", "C", "C", "C", "C", "C", "C", "C", "C", "Sb", "C", "C", "H", "H", "H", "H", "H", "H", "H", "H", "H", "H", "H", "H", "H", "H", "H", "H", "H", "H", "H", "H", "Cl", "C", "C", "C", "Cl", "C", "C", "C", "C", "N", "C", "C", "O", "H", "H", "H", "H", "N", "C", "C", "C", "N", "C", "N"],
  "positions_angstrom": [[-0.763, 0.468, -0.172], [0.403, 3.606, -6.087], [0.345, 3.054, -4.688], [-0.368, 3.968, -3.713], [-0.333, 1.746, -4.824], [-0.491, 0.659, -3.715], [-0.709, 1.164, -2.348], [1.009, -0.354, -3.714], [1.978, -0.088, -2.229], [1.136, -0.196, -1.028], [2.611, 1.335, -2.426], [3.979, 1.691, -2.814], [4.351, 2.893, -1.985], [4.019, 1.971, -4.297], [3.201, -1.063, -2.279], [3.288, -2.492, -1.925], [3.184, -3.305, -3.194], [2.301, -2.899, -0.849], [-1.668, -0.239, -4.206], [-2.090, -0.647, -5.551], [-0.920, -1.038, -6.429], [-2.956, 0.446, -6.131], [0.958, 4.548, -6.089], [-0.608, 3.800, -6.454], [0.898, 2.910, -6.768], [1.353, 2.843, -4.336], [-1.386, 4.173, -4.059], [0.173, 4.917, -3.672], [-0.413, 3.555, -2.707], [1.629, -0.172, -4.593], [0.690, -1.401, -3.717], [4.622, 0.849, -2.576], [3.738, 3.756, -2.261], [5.402, 3.143, -2.147], [4.203, 2.695, -0.926], [3.382, 2.824, -4.541], [3.703, 1.107, -4.889], [5.041, 2.220, -4.589], [4.295, -2.577, -1.529], [2.157, -3.328, -3.570], [3.486, -4.335, -2.991], [3.838, -2.903, -3.971], [1.265, -2.823, -1.192], [2.397, -2.285, 0.047], [2.493, -3.942, -0.589], [-2.693, -1.527, -5.357], [-0.259, -0.188, -6.618], [-1.307, -1.382, -7.389], [-0.342, -1.857, -5.992], [-2.351, 1.322, -6.385], [-3.725, 0.742, -5.414], [-3.446, 0.085, -7.037], [-0.767, -0.747, 3.920], [0.488, -1.570, 2.404], [-0.171, -3.604, 2.440], [2.111, -2.128, 3.802], [2.749, -1.049, 4.640], [2.108, -0.634, 5.814], [2.599, 0.391, 6.608], [3.783, 1.022, 6.246], [4.452, 0.590, 5.112], [3.962, -0.443, 4.303], [4.777, -0.877, 3.110], [4.136, -0.035, 1.228], [5.966, -0.637, 0.258], [4.775, 1.935, 1.772], [-1.085, -1.529, 4.612], [-1.641, -0.298, 3.449], [-0.206, 0.020, 4.458], [-0.701, -3.790, 3.377], [0.714, -4.244, 2.389], [-0.834, -3.817, 1.601], [2.847, -2.690, 3.219], [1.590, -2.838, 4.450], [1.184, -1.128, 6.098], [2.063, 0.691, 7.502], [4.188, 1.828, 6.845], [5.393, 1.059, 4.838], [4.795, -1.965, 2.991], [5.807, -0.531, 3.213], [6.809, -0.087, 0.682], [5.925, -0.465, -0.821], [6.110, -1.707, 0.434], [5.819, 1.900, 2.088], [4.152, 2.284, 2.601], [4.661, 2.638, 0.948], [-3.480, -3.022, 2.345], [-4.107, -1.778, 1.300], [-5.507, -1.717, 1.119], [-6.074, -0.799, 0.298], [-7.808, -0.785, 0.076], [-5.253, 0.132, -0.389], [-5.729, 1.141, -1.253], [-4.846, 1.999, -1.842], [-3.471, 1.845, -1.583], [-2.998, 0.914, -0.796], [-3.860, 0.058, -0.189], [-3.237, -0.931, 0.653], [-1.944, -0.973, 0.759], [-6.132, -2.430, 1.641], [-6.793, 1.231, -1.427], [-5.184, 2.798, -2.490], [-2.747, 2.527, -2.011], [-0.385, 2.101, 0.967], [-0.356, 3.177, 1.386], [-0.243, 4.465, 1.890], [1.049, 4.924, 2.305], [2.101, 5.289, 2.614], [-1.392, 5.321, 1.898], [-2.315, 6.016, 1.888]],
  "atomic_forces_ev_per_a": [[-0.3, -0.6, -0.5], [0.0, 0.1, -0.2], [0.0, -0.3, 0.1], [-0.1, 0.0, -0.1], [0.0, 0.6, -0.3], [0.1, -0.1, 0.4], [-0.2, 0.3, -0.1], [0.0, -0.3, -0.3], [0.1, 0.2, 0.1], [-0.2, -0.2, 0.4], [0.2, 0.0, -0.1], [-0.2, 0.0, 0.1], [0.1, 0.2, 0.0], [0.0, 0.0, -0.2], [0.1, -0.2, -0.1], [-0.1, 0.2, 0.1], [-0.1, 0.0, -0.1], [-0.1, -0.1, -0.1], [-0.1, -0.3, -0.1], [0.1, 0.2, 0.2], [0.1, 0.0, 0.0], [0.0, 0.2, -0.1], [0.0, -0.1, 0.0], [0.1, 0.0, 0.0], [0.0, 0.1, 0.1], [0.0, -0.1, 0.1], [0.1, 0.0, 0.0], [0.0, -0.1, 0.0], [0.1, 0.0, -0.1], [-0.1, -0.1, 0.0], [0.1, 0.0, 0.0], [0.0, -0.1, 0.1], [0.0, -0.1, 0.0], [-0.1, 0.0, 0.0], [0.0, 0.0, -0.1], [0.1, 0.0, 0.0], [0.0, 0.1, 0.1], [0.0, 0.0, 0.0], [0.2, 0.1, 0.1], [0.1, 0.0, 0.0], [0.0, 0.0, 0.0], [0.0, 0.0, 0.1], [0.1, 0.0, 0.0], [0.0, 0.0, -0.1], [0.0, 0.0, 0.0], [-0.1, -0.1, 0.1], [-0.1, 0.0, 0.0], [0.0, 0.0, 0.0], [-0.1, 0.1, 0.0], [-0.1, -0.1, 0.0], [0.1, 0.0, -0.1], [0.0, 0.0, 0.0], [-0.1, 0.0, 0.0], [0.4, 0.3, 0.1], [-0.1, -0.1, -0.1], [0.0, 0.1, 0.2], [-0.4, -0.2, -0.1], [-0.1, 0.0, 0.0], [0.0, -0.1, -0.1], [0.0, -0.1, -0.1], [0.1, 0.0, -0.1], [0.4, 0.1, -0.2], [-0.1, 0.0, 0.2], [-0.2, 0.1, 0.0], [0.1, 0.0, -0.1], [0.0, 0.0, 0.1], [0.0, 0.1, 0.0], [0.1, 0.0, 0.0], [-0.1, 0.0, 0.0], [0.1, -0.1, -0.1], [-0.1, 0.0, 0.0], [0.1, 0.0, 0.1], [-0.1, 0.1, 0.1], [0.1, 0.0, 0.0], [0.1, 0.0, 0.0], [0.0, 0.0, -0.1], [0.0, 0.0, 0.0], [-0.1, 0.0, 0.0], [0.0, 0.1, 0.0], [0.0, -0.1, 0.1], [0.0, -0.1, -0.1], [0.0, 0.0, 0.1], [0.0, 0.1, 0.0], [0.0, 0.1, 0.0], [0.1, 0.0, -0.1], [0.1, 0.0, 0.1], [-0.1, 0.2, -0.1], [-0.4, -0.4, 0.2], [0.2, -0.3, 0.3], [-0.1, 0.1, -0.2], [0.2, 0.0, 0.0], [-0.1, 0.1, 0.0], [-0.1, 0.0, 0.1], [0.1, 0.0, -0.1], [-0.1, 0.3, 0.0], [0.0, -0.1, 0.2], [0.2, 0.1, -0.1], [0.2, 0.1, 0.0], [0.2, 0.0, -0.2], [0.1, 0.0, 0.0], [0.0, 0.0, 0.0], [0.0, 0.0, 0.0], [0.0, 0.0, -0.1], [-0.1, -0.3, -0.1], [0.3, 1.1, 0.5], [0.0, 0.1, 0.0], [-0.4, -0.1, -0.2], [-0.2, -0.1, 0.0], [0.4, -0.2, 0.0], [0.2, -0.2, 0.0]],
  "s_squared": 8.755,
  "spin_multiplicity": 6,
  "molar_mass_g_mol": 1110.18,
  "orbital_gap_ha": [0.269, 0.272],
  "total_charge": 0,
  "homo_energy_ev": [-7.46, -7.54],
  "e_above_lowest_kcal_mol": 19.4
}

---

Entry 2:
{
  "formula": "CH13O6",
  "method": "the ωB97M-V functional and the def2-TZVPD basis",
  "elements": ["C", "O", "H", "H", "H", "H", "H", "O", "H", "H", "O", "H", "H", "O", "H", "H", "O", "H", "H", "O"],
  "positions_angstrom": [[1.093, 0.647, 1.177], [0.301, -0.165, 0.364], [0.870, 0.454, 2.232], [2.157, 0.554, 0.931], [1.055, 1.750, 1.181], [-6.356, 1.101, 1.142], [-6.774, 1.552, -0.308], [-6.502, 1.851, 0.562], [-1.733, 0.892, 2.363], [-1.331, 0.120, 1.163], [-1.995, 0.100, 1.880], [3.185, -2.041, -1.878], [4.272, -1.644, -0.837], [4.096, -2.204, -1.599], [0.801, -0.750, -0.225], [1.873, -2.603, -0.638], [1.496, -1.839, -1.122], [0.678, 0.171, -2.207], [1.557, 1.178, -1.658], [1.257, 0.877, -2.521]],
  "atomic_forces_ev_per_a": [[1.4, 0.5, 1.0], [-1.0, 1.1, -0.2], [0.4, -0.5, -0.1], [0.1, -0.7, 0.4], [-1.2, -0.1, -1.1], [0.0, -0.2, -0.3], [0.0, -0.4, 0.1], [0.0, 0.6, 0.2], [-0.4, 0.0, 0.3], [-0.4, -0.6, 0.1], [0.6, 0.5, -0.2], [0.3, 0.3, -0.3], [0.0, 0.1, -0.1], [-0.1, -0.3, 0.2], [0.2, 0.4, 0.5], [-0.2, 0.0, 0.1], [0.4, -0.9, -0.4], [-0.2, 0.0, -0.6], [0.3, 0.5, -0.1], [-0.1, -0.4, 0.6]],
  "s_squared": 0.753,
  "spin_multiplicity": 2,
  "molar_mass_g_mol": 121.11,
  "orbital_gap_ha": [0.402, 0.245],
  "total_charge": 0,
  "homo_energy_ev": [-10.90, -10.89],
  "e_above_lowest_kcal_mol": 0.0
}

---

Entry 3:
{
  "formula": "C18H14O7PS2Zn",
  "method": "the ωB97M-V functional and the def2-TZVPD basis",
  "elements": ["Zn", "O", "S", "O", "O", "C", "C", "C", "C", "C", "C", "P", "C", "C", "C", "C", "C", "C", "C", "C", "C", "C", "C", "C", "H", "H", "H", "H", "H", "H", "H", "H", "H", "H", "H", "H", "H", "H", "O", "S", "O", "O", "O"],
  "positions_angstrom": [[-4.117, 0.112, 1.551], [-2.605, 1.136, -1.567], [-2.770, -0.267, -1.820], [-3.568, -0.571, -2.975], [-3.451, -0.921, -0.569], [-1.172, -0.971, -2.035], [-0.910, -1.719, -3.165], [0.375, -2.172, -3.407], [1.387, -1.874, -2.496], [1.105, -1.143, -1.356], [-0.184, -0.674, -1.103], [-0.501, 0.251, 0.449], [0.692, -0.448, 1.650], [1.009, -1.801, 1.721], [1.797, -2.285, 2.748], [2.298, -1.426, 3.715], [1.981, -0.076, 3.657], [1.173, 0.404, 2.640], [0.222, 1.884, -0.011], [-0.673, 2.926, -0.227], [-0.222, 4.197, -0.535], [1.138, 4.451, -0.624], [2.036, 3.415, -0.424], [1.583, 2.142, -0.124], [-1.726, -1.929, -3.836], [0.585, -2.754, -4.291], [2.392, -2.235, -2.673], [1.889, -0.944, -0.641], [0.600, -2.469, 0.982], [2.024, -3.342, 2.792], [2.927, -1.810, 4.508], [2.372, 0.599, 4.409], [0.914, 1.454, 2.604], [-1.729, 2.719, -0.161], [-0.930, 4.997, -0.701], [1.498, 5.448, -0.841], [3.099, 3.601, -0.498], [2.299, 1.350, 0.043], [-1.476, -1.949, 0.579], [-2.856, -2.238, 0.255], [-2.980, -3.310, -0.689], [-3.722, -2.316, 1.397], [-1.805, 0.561, 1.068]],
  "atomic_forces_ev_per_a": [[-0.9, 1.1, 1.0], [0.2, -0.5, 0.3], [-0.9, 1.4, -2.2], [0.3, -0.6, 0.4], [0.1, 0.2, -0.1], [0.2, 0.1, 0.4], [-0.2, 0.0, -0.1], [0.3, 0.1, 0.3], [-0.3, -0.2, -0.4], [-0.1, 0.3, 0.2], [0.1, -0.1, -0.1], [1.5, 0.9, 0.4], [-0.1, 0.0, 0.0], [-0.1, 0.1, -0.1], [0.2, -0.1, 0.0], [-0.1, 0.1, -0.1], [0.1, -0.1, 0.1], [0.0, 0.2, -0.2], [0.0, -0.2, 0.1], [-0.2, -0.1, 0.0], [0.1, 0.2, 0.0], [0.0, 0.0, 0.0], [0.2, 0.1, 0.0], [-0.1, -0.1, 0.0], [-0.1, 0.0, -0.1], [0.0, -0.1, -0.1], [0.0, 0.0, 0.0], [0.1, 0.0, 0.0], [0.0, -0.2, 0.0], [0.0, 0.0, 0.0], [0.0, 0.0, 0.0], [-0.1, 0.0, 0.0], [0.0, 0.0, 0.1], [-0.1, 0.0, 0.1], [-0.1, 0.0, 0.0], [0.0, 0.0, 0.0], [0.1, 0.0, 0.0], [0.1, -0.1, 0.0], [-0.2, -0.2, 0.1], [0.4, -3.1, 0.6], [-0.1, 0.1, -0.5], [-0.1, 0.5, -0.2], [-0.3, 0.1, 0.0]],
  "spin_multiplicity": 1,
  "molar_mass_g_mol": 502.80,
  "orbital_gap_ha": 0.197,
  "total_charge": -1,
  "homo_energy_ev": -2.77
}

---

Entry 4:
{
  "formula": "C26H28AuN2S2Si",
  "method": "the ωB97M-V functional and the def2-TZVPD basis",
  "elements": ["C", "C", "C", "H", "C", "C", "H", "H", "H", "H", "Au", "C", "H", "H", "H", "Si", "C", "C", "H", "C", "H", "C", "H", "C", "H", "C", "H", "C", "C", "H", "C", "H", "C", "H", "C", "H", "C", "H", "H", "H", "C", "C", "N", "C", "C", "S", "C", "C", "S", "C", "N", "C", "H", "H", "H", "H", "H", "H", "H", "H"],
  "positions_angstrom": [[0.545, 1.542, -0.428], [-0.605, 2.186, -0.985], [-1.748, 1.428, -0.629], [-0.615, 3.103, -1.556], [-1.293, 0.345, 0.199], [0.118, 0.394, 0.256], [0.676, -0.330, 0.875], [1.564, 1.921, -0.504], [-2.788, 1.667, -0.822], [-1.853, -0.206, 0.966], [-2.420, -2.214, -0.682], [-1.750, -2.445, -3.522], [-2.709, -2.288, -3.024], [-1.301, -3.420, -3.288], [-2.027, -2.555, -4.579], [-0.337, -0.811, -3.550], [1.407, -1.096, -4.182], [2.297, -0.051, -3.822], [1.941, 0.844, -3.291], [3.652, -0.178, -4.094], [4.310, 0.647, -3.810], [4.159, -1.341, -4.685], [5.230, -1.401, -4.891], [3.291, -2.411, -4.972], [3.710, -3.342, -5.368], [1.908, -2.291, -4.725], [1.227, -3.125, -4.934], [-1.328, 0.488, -4.432], [-0.666, 1.206, -5.438], [0.286, 0.838, -5.833], [-1.171, 2.446, -5.849], [-0.586, 3.042, -6.542], [-2.388, 2.929, -5.352], [-2.765, 3.898, -5.686], [-3.094, 2.159, -4.418], [-4.041, 2.534, -4.034], [-2.567, 0.950, -3.944], [-3.084, 0.415, -3.139], [-0.853, -2.047, -1.459], [0.044, 0.122, -2.461], [-1.138, 1.941, 3.764], [-0.909, 0.497, 4.004], [-0.763, -0.439, 3.132], [-0.461, -1.669, 3.692], [-0.447, -1.677, 5.085], [-0.723, -0.134, 5.717], [-0.179, -2.794, 2.833], [-0.467, -4.123, 3.130], [-0.042, -5.140, 1.804], [0.594, -3.745, 0.966], [0.461, -2.629, 1.612], [1.187, -3.870, -0.394], [-1.808, 2.328, 4.533], [-0.181, 2.465, 3.821], [-1.567, 2.072, 2.774], [-0.260, -2.574, 5.656], [-0.914, -4.464, 4.054], [1.986, -4.633, -0.370], [0.402, -4.213, -1.093], [1.593, -2.903, -0.743]],
  "atomic_forces_ev_per_a": [[0.6, -1.8, 1.3], [-2.4, -0.8, 0.1], [0.8, 0.5, 0.2], [0.0, -0.1, 0.0], [-1.0, 1.1, 0.0], [2.0, 0.8, 0.1], [-0.1, 0.8, -0.7], [-0.3, -0.2, 0.0], [0.3, 0.0, -0.1], [0.0, 0.2, -0.8], [1.8, 0.1, -0.3], [1.8, 0.8, -1.6], [0.4, 0.3, 0.2], [-0.2, 0.3, 0.5], [0.2, 0.3, -0.2], [-1.9, -0.8, -0.1], [0.0, -0.3, 0.4], [-0.1, -0.6, -0.2], [0.0, -0.5, -0.4], [0.1, 0.2, 0.0], [-0.1, -0.4, -0.2], [-0.5, -0.2, 0.1], [-0.4, -0.2, 0.1], [0.0, 0.3, 0.1], [-0.2, 0.4, 0.1], [0.6, 0.5, 0.0], [0.3, 0.3, 0.0], [-0.1, 0.1, -0.7], [-0.4, 0.6, 0.3], [-0.3, 0.2, 0.1], [-0.1, -0.1, 0.0], [-0.2, 0.0, -0.1], [0.4, -0.5, 0.1], [0.1, -0.3, 0.1], [0.1, -0.1, 0.0], [0.1, -0.1, 0.0], [0.3, 0.5, -0.3], [0.2, 0.1, -0.4], [-1.8, -0.2, 1.5], [-0.4, -0.9, 0.7], [-0.2, -0.3, 0.2], [0.4, -1.1, 0.4], [0.4, 0.2, 0.3], [-0.4, 0.3, -1.0], [-0.2, 0.1, 0.2], [0.1, -0.4, -0.8], [0.9, 0.3, -0.4], [0.1, -0.8, -0.4], [-0.5, 0.4, 1.3], [-0.1, 1.1, 0.0], [-0.5, 0.1, 0.2], [0.3, -0.2, -0.1], [0.1, 0.2, -0.1], [0.0, 0.0, 0.0], [0.0, 0.1, -0.1], [0.0, 0.2, 0.3], [0.0, -0.3, -0.2], [-0.3, 0.3, -0.1], [0.3, 0.2, 0.2], [-0.3, -0.5, 0.3]],
  "s_squared": 2.039,
  "spin_multiplicity": 3,
  "molar_mass_g_mol": 657.71,
  "orbital_gap_ha": [0.223, 0.097],
  "total_charge": 1,
  "homo_energy_ev": [-9.97, -9.89]
}

---

In the order shown, the computed calculated total energy values come out to -5460.93245 -497.18583 -4138.13718 -2338.13150 Eh.
In the order shown, the computed max |F| values come out to 1.3 1.8 3.1 2.5 eV/A.